Here is a molecular structure, C15H33FNbO in a non-equilibrium geometry from OMol25. Energies are from wB97M-V/def2-TZVPD.

Properties
lowest unoccupied orbital energy = 2.58 eV
orbital gap = 7.03 eV

Structure (ORCA input):
```
! RIJCOSX wB97M-V def2-TZVPD def2/J DEFGRID3
* xyz -1 1
C 1.9454 6.6290 -1.6672
C 1.7100 5.4513 -1.4429
Nb 1.0759 3.2838 -1.3056
C 2.9039 2.7829 -2.5601
C -0.6685 3.8432 0.0441
C -1.9080 2.9852 -0.0613
O -2.3580 2.8598 -1.3933
C -3.3588 1.8976 -1.5462
C -4.7609 2.4933 -1.6619
C 0.7501 1.0405 -1.0893
C 1.9079 0.3029 -0.3892
F 0.6156 0.4868 -2.3831
H 2.1853 7.6301 -1.8250
H 2.1103 3.2172 0.2389
H 0.0524 3.4493 -2.8239
H 3.2687 3.6142 -3.1470
H 3.7080 2.4079 -1.9338
H 2.6169 1.9490 -3.1944
H -0.9356 4.8783 -0.1346
H -0.3263 3.7877 1.0704
H -2.7113 3.4466 0.5310
H -1.7355 2.0174 0.4026
H -3.1438 1.3335 -2.4449
H -3.3618 1.1753 -0.7359
H -5.4655 1.7912 -1.2282
H -4.8689 3.4158 -1.1128
H -5.0643 2.6069 -2.6884
H -0.1617 0.7715 -0.5583
H 1.5861 -0.1391 0.5441
H 2.7269 0.9697 -0.2053
H 2.2471 -0.4671 -1.0706
C -1.1962 -2.5893 0.8359
C 0.2173 -3.1012 0.5765
C 0.3555 -4.6147 0.7354
C 0.0560 -5.1465 2.1381
C 0.9104 -4.5410 3.2506
C 2.4018 -4.8207 3.0904
H -1.5184 -2.7869 1.8603
H -1.2456 -1.5111 0.6777
H -1.9106 -3.0594 0.1564
H 0.9198 -2.5834 1.2342
H 0.5036 -2.8314 -0.4423
H 1.3671 -4.9096 0.4415
H -0.3175 -5.1091 0.0272
H 0.1964 -6.2330 2.1347
H -0.9993 -4.9820 2.3736
H 0.5755 -4.9529 4.2070
H 0.7450 -3.4624 3.3095
H 2.5957 -5.8957 3.0715
H 2.9645 -4.3944 3.9225
H 2.7973 -4.3870 2.1714
*
```

=====

Here is a gas-phase ion, C2H3BrFN4O2S (charge +1) in a non-equilibrium geometry from OMol25. Energies are from wB97M-V/def2-TZVPD.

Properties
lowest unoccupied orbital energy = -6.10 eV
orbital gap = 8.41 eV

Structure (ORCA input):
```
! RIJCOSX wB97M-V def2-TZVPD def2/J DEFGRID3
* xyz 1 1
N -0.3161 -2.2335 1.8552
C -0.0251 -1.4438 0.7501
N 0.6698 -1.8652 -0.5321
C 0.7010 -0.5536 -1.2955
N 0.0553 0.5319 -0.4635
S 0.0062 2.1229 -1.1819
O 1.4951 2.4826 -1.5604
O -0.8093 2.1176 -2.5009
F -0.5352 3.3741 -0.1358
N -0.3992 0.0291 0.7453
Br -1.2720 1.0163 2.0849
H -0.4456 -1.7492 2.7932
H -0.3338 -3.2959 1.7908
H 1.2087 -0.5330 -2.3495
*
```